{
  "formula": "C35H45F6InN11O7PS2",
  "method": "wB97M-V/def2-TZVPD",
  "elements": ["In", "S", "S", "P", "F", "F", "F", "F", "F", "F", "O", "O", "O", "O", "O", "O", "O", "N", "N", "N", "N", "N", "N", "N", "N", "N", "N", "N", "C", "C", "C", "C", "C", "C", "C", "C", "C", "C", "C", "C", "C", "C", "C", "C", "C", "C", "C", "C", "C", "C", "C", "C", "C", "C", "C", "C", "C", "C", "C", "C", "C", "C", "C", "H", "H", "H", "H", "H", "H", "H", "H", "H", "H", "H", "H", "H", "H", "H", "H", "H", "H", "H", "H", "H", "H", "H", "H", "H", "H", "H", "H", "H", "H", "H", "H", "H", "H", "H", "H", "H", "H", "H", "H", "H", "H", "H", "H", "H"],
  "coordinates": [[-0.62345, 0.90914, 0.77310], [-2.49463, -1.44220, 2.56985], [-3.93088, -1.61902, 0.26865], [1.72589, -2.00942, -0.05206], [-1.40594, -3.77858, 1.91984], [-6.26561, -0.42866, 0.52605], [-6.32675, -2.58815, 0.70455], [-1.40512, -3.31833, 4.02690], [-6.02611, -1.66837, -1.23528], [-3.24416, -3.91202, 3.04980], [-3.43431, -0.49673, -0.48411], [-1.36995, -1.03828, 1.69817], [-3.53093, -2.94020, -0.12398], [0.56323, -0.18653, 3.94977], [0.83209, -0.86323, 0.28476], [-0.41601, 3.49906, 1.50951], [-2.56930, -0.87033, 3.87437], [-2.77311, 2.51897, -0.86176], [-3.88087, -1.37734, 1.85125], [2.04219, -2.96411, 1.24608], [0.07832, 1.65766, 2.70109], [-0.70959, -0.37039, -2.22066], [0.70014, 1.84424, 4.96471], [3.16488, -1.52368, -0.68795], [-2.73152, 1.82049, 1.41189], [1.10951, -2.97099, -1.24426], [1.01315, 1.82870, -0.37734], [-1.59534, 2.12378, -0.86725], [-0.81360, -0.61859, -3.33765], [0.31568, 3.83838, 3.73605], [-2.10910, -3.23708, 2.90198], [1.03457, 1.22518, 6.24064], [1.09190, 3.13552, -3.82408], [1.54755, 2.66674, -2.62366], [-5.36562, 2.60255, 1.70775], [3.95704, 1.80065, 1.87317], [-4.62830, 2.18811, 2.80435], [2.22750, 2.20761, 0.22259], [0.51190, -0.79023, -5.36783], [0.64755, 3.20666, 4.86932], [-0.73791, 2.46369, -1.89027], [2.81620, 3.45613, -0.01964], [0.45684, 1.02622, 3.85351], [-0.90444, -0.88826, -4.78747], [-3.31196, 1.80836, 2.60998], [-0.25074, -3.45412, -1.07661], [-0.03072, 3.03112, 2.58460], [0.64465, 2.31072, -1.57632], [2.12253, -2.42753, 2.59783], [-3.42764, 2.28269, 0.37628], [-1.81474, 0.17341, -5.41471], [3.14166, -0.64240, -1.84947], [-1.18701, 2.95631, -3.12393], [-5.75692, -1.57166, 0.06781], [-1.49598, -2.28447, -5.00958], [-0.28597, 3.29688, -4.09382], [2.81241, 1.39638, 1.20293], [4.43709, -1.58861, 0.00358], [3.97591, 3.84069, 0.63494], [4.56439, 3.01438, 1.58260], [1.92757, -3.79190, -2.11376], [2.48310, -4.33756, 1.03849], [-4.75001, 2.67396, 0.47138], [1.08934, 0.15375, 6.08725], [3.29044, -4.41691, 0.30306], [1.68896, -3.14233, 3.30033], [4.77614, -0.58754, 0.28783], [-0.27005, -4.44815, -0.61508], [-2.70075, 1.46988, 3.43099], [2.60834, 2.54091, -2.45462], [-0.61565, 3.67495, -5.05249], [5.46499, 3.32067, 2.09954], [3.15722, -2.22700, 2.90569], [-2.25486, 3.04158, -3.28124], [1.18836, -1.48704, -4.87105], [4.37648, 1.15046, 2.63338], [2.34743, 0.45459, 1.45119], [4.40526, 4.81235, 0.42057], [4.35258, -2.19177, 0.90521], [1.81205, 3.38146, -4.59672], [-5.25306, 3.03665, -0.41350], [2.34321, 4.14399, -0.70718], [-6.40398, 2.88764, 1.81771], [2.86417, -4.72699, 1.98129], [2.95823, -3.44265, -2.11248], [0.90835, 0.21922, -5.24562], [0.26739, 1.44567, 6.98368], [0.48221, -1.02941, -6.43257], [1.99865, 1.59018, 6.59577], [3.70683, -1.07767, -2.68172], [-0.84313, -3.06110, -4.61233], [1.91187, -4.84487, -1.80730], [2.11446, -0.46773, -2.17235], [-1.86276, 0.00804, -6.49303], [0.27899, 4.91298, 3.66223], [-0.81178, -2.76584, -0.46077], [1.66056, -4.98220, 0.71664], [1.54487, -1.51332, 2.67179], [3.58250, 0.32637, -1.59435], [-0.75176, -3.51564, -2.04265], [-1.61601, -2.45226, -6.08127], [0.89735, 3.73913, 5.77874], [1.55308, -3.74384, -3.14012], [-2.47197, -2.37855, -4.53178], [-1.43173, 1.17463, -5.22558], [-5.05906, 2.14010, 3.79423], [-2.82484, 0.10968, -5.00762], [5.19987, -2.03749, -0.64039]],
  "fmax_ev_per_a": 1.1,
  "gap_ev": 5.9,
  "e_above_lowest_ev": 0.000,
  "homo_energy_ev": -6.9
}

***

{
  "formula": "C15H19F5N4O2",
  "method": "wB97M-V/def2-TZVPD",
  "elements": ["F", "F", "F", "F", "F", "O", "O", "N", "N", "N", "N", "C", "C", "C", "C", "C", "C", "C", "C", "C", "C", "C", "C", "C", "C", "C", "H", "H", "H", "H", "H", "H", "H", "H", "H", "H", "H", "H", "H", "H", "H", "H", "H", "H", "H"],
  "coordinates": [[2.84532, 2.11871, -3.27019], [-3.67085, 2.22855, -4.18828], [-3.01248, 1.05920, -6.02494], [4.39006, 0.95891, -2.15328], [3.18349, -0.03911, -3.80657], [-0.83236, -2.89675, 1.95884], [0.79925, 0.49048, -2.26149], [-2.42199, -0.97203, -1.25009], [0.17846, -0.46727, -0.20013], [-1.77540, -0.09660, -3.36114], [0.45484, -1.27399, 2.77582], [-0.47559, 1.09289, 2.50162], [-2.90810, 1.17752, -4.67047], [2.04108, 0.63383, 2.68091], [-0.17355, -0.10806, -1.47941], [3.16389, 0.87966, -2.77695], [-0.45355, -1.72658, 1.80748], [-2.07095, -1.38666, -0.01774], [-3.13299, -0.15769, -3.91200], [-1.50206, 1.18022, -4.01346], [1.16929, -2.31827, 3.51395], [0.64851, 0.14507, 3.13459], [2.13132, 0.50186, -1.72164], [-0.78088, -1.09690, 0.51994], [-1.47138, -0.33584, -2.00743], [0.55826, 0.22253, 4.64455], [1.40364, -0.23033, 5.17473], [0.53905, -2.72678, 4.32799], [2.17143, 1.66356, 2.86479], [-0.64220, 1.15773, -4.68956], [2.09164, -1.92248, 3.94252], [2.38739, -0.49946, -1.32214], [-0.51943, 2.06766, 3.03548], [-3.32503, -1.03493, -4.53792], [-1.47392, 0.70729, 2.54130], [-3.91191, -0.10445, -3.13801], [-1.37692, 2.04849, -3.36365], [2.20612, 0.46881, 1.63438], [-2.80382, -1.90598, 0.57300], [1.47644, -3.11314, 2.80744], [2.17536, 1.22951, -0.92220], [-0.25784, 1.31182, 1.44298], [0.54076, 1.27737, 4.99079], [-0.35947, -0.30606, 4.99472], [2.79707, 0.09771, 3.22088]],
  "fmax_ev_per_a": 3.8,
  "gap_ev": 8.5,
  "e_above_lowest_ev": 0.054,
  "smiles": "CN(C(=O)c1cnc(N2CC(F)(F)C2)c(OCC(F)(F)F)n1)C(C)(C)C",
  "homo_energy_ev": -8.6
}

***

{
  "formula": "C7H34N6O12",
  "method": "wB97M-V/def2-TZVPD",
  "elements": ["O", "O", "O", "O", "O", "O", "O", "O", "O", "O", "O", "O", "N", "N", "N", "N", "N", "N", "C", "C", "C", "C", "C", "C", "C", "H", "H", "H", "H", "H", "H", "H", "H", "H", "H", "H", "H", "H", "H", "H", "H", "H", "H", "H", "H", "H", "H", "H", "H", "H", "H", "H", "H", "H", "H", "H", "H", "H", "H"],
  "coordinates": [[-0.88638, 17.43833, -6.79164], [-5.32417, 18.32834, -5.43739], [-8.22580, 14.00956, -7.27002], [-2.64979, 17.10055, -8.95602], [-6.89748, 14.23592, -0.36970], [-4.17698, 16.26605, -3.95362], [0.46580, 17.18227, -2.10293], [-4.31675, 10.37822, -4.61504], [-5.74846, 20.58023, -7.62114], [-3.64722, 13.31984, -4.40739], [-5.18388, 20.98020, -4.29828], [-2.08200, 20.34751, -6.73833], [-6.05832, 14.24259, -7.16966], [-6.56664, 16.03544, -1.62793], [-0.56856, 15.42370, -2.74058], [-1.76466, 17.14313, -2.57980], [-6.99713, 13.34384, -8.92100], [-8.50782, 15.46131, -0.91171], [-5.19704, 11.39154, -4.93900], [-7.17176, 13.87871, -7.72332], [-4.88493, 12.71525, -4.08821], [-3.76379, 16.48138, -5.34646], [-0.56082, 16.63089, -2.47975], [-7.27745, 15.20550, -0.93929], [-3.97766, 17.90573, -5.71536], [-6.02830, 13.29814, -9.20274], [-1.45090, 14.98684, -2.96583], [-3.25729, 17.80017, -8.71579], [-4.57915, 20.89700, -3.56098], [-1.85767, 17.28697, -8.45199], [-9.09740, 14.91897, -0.29659], [-4.72157, 12.48404, -3.03561], [-1.02490, 18.38341, -6.85368], [-1.70345, 21.05175, -6.21205], [0.19638, 14.78631, -2.57115], [0.02637, 17.34700, -6.51816], [-3.47097, 18.10331, -6.65999], [-8.95388, 16.15179, -1.49854], [-6.22712, 11.07630, -4.77266], [-2.77313, 16.09380, -5.58414], [-4.32129, 15.74377, -5.92371], [-1.68331, 18.14654, -2.66128], [-4.44019, 10.16438, -3.68734], [-6.20088, 14.69643, -6.27870], [-5.15281, 14.41413, -7.58285], [-5.49260, 20.69587, -6.70605], [-3.36472, 18.59786, -5.13800], [-5.59965, 17.85913, -4.64647], [-2.41628, 16.74162, -3.23880], [-5.29135, 20.08606, -4.62260], [-6.97691, 16.74138, -2.22243], [-3.18850, 12.61674, -4.87305], [-7.73816, 12.99274, -9.51067], [-5.59221, 15.81635, -1.77825], [-5.16894, 11.51353, -6.02179], [-5.14081, 21.13346, -8.11199], [-4.39545, 15.33559, -3.86352], [-2.08913, 20.69239, -7.63120], [-5.71657, 13.40789, -4.21756]],
  "fmax_ev_per_a": 9.9,
  "gap_ev": 9.3,
  "e_above_lowest_ev": 1.211,
  "smiles": "NC(N)=O.NC(N)=O.NC(N)=O.OCCO.OCCO.O.O.O.O.O",
  "homo_energy_ev": -9.5
}

***

{
  "formula": "C2H16NO5",
  "method": "wB97M-V/def2-TZVPD",
  "elements": ["O", "O", "O", "O", "O", "N", "C", "C", "H", "H", "H", "H", "H", "H", "H", "H", "H", "H", "H", "H", "H", "H", "H", "H"],
  "coordinates": [[0.57138, 2.98418, 2.34987], [1.82554, 0.57413, -1.20292], [-0.79288, 1.85165, -2.65004], [-2.95335, -1.03497, 1.72024], [1.78803, -1.79321, -2.16756], [0.22873, -0.02711, 0.69370], [-0.48946, -1.17126, 1.15291], [-0.55320, -2.26203, 0.38841], [0.09571, 0.84796, 1.21229], [-1.05340, 2.72625, -2.47276], [0.40383, 3.87192, 2.16246], [1.27327, 1.14202, -1.77442], [-0.98848, -3.17924, 0.77715], [2.30009, -2.44013, -1.66214], [-0.85573, -1.24082, 2.16559], [-0.12668, -2.55556, -0.68503], [0.97602, 3.04932, 3.22081], [-1.52734, 1.50270, -3.14018], [-3.65924, -0.69434, 1.27650], [2.61746, 0.30736, -1.58046], [0.22706, 0.12335, -0.27432], [-2.76666, -0.75019, 2.54240], [2.15255, -1.76702, -3.03914], [1.30675, -0.06496, 0.98665]],
  "fmax_ev_per_a": 5.5,
  "gap_ev": 10.8,
  "e_above_lowest_ev": 2.691,
  "homo_energy_ev": -13.5,
  "total_charge": 1
}

***

{
  "formula": "C18H28BrFeN7O7S",
  "method": "wB97M-V/def2-TZVPD",
  "elements": ["Br", "Fe", "S", "O", "O", "O", "O", "O", "O", "O", "N", "N", "N", "N", "N", "N", "N", "C", "C", "C", "C", "C", "C", "C", "C", "C", "C", "C", "C", "C", "C", "C", "C", "C", "C", "H", "H", "H", "H", "H", "H", "H", "H", "H", "H", "H", "H", "H", "H", "H", "H", "H", "H", "H", "H", "H", "H", "H", "H", "H", "H", "H", "H"],
  "coordinates": [[1.02813, -2.25203, 1.56184], [-0.51608, 0.21878, 0.73206], [4.34110, 3.52564, -2.67404], [5.47807, 2.62610, -2.77105], [-0.92513, 3.43163, 3.42945], [4.24519, 4.54469, -3.69954], [-0.52266, 1.43771, 2.43117], [1.57826, 0.66297, 0.55650], [-1.45442, -6.61779, 0.43148], [4.11480, 4.02940, -1.31036], [-1.71708, 2.25430, 0.30546], [1.83201, 2.92573, 0.25820], [-1.24183, 3.21841, 1.20325], [-0.21627, -2.88460, -0.80023], [-0.48953, 0.32144, -1.82168], [3.62068, 1.49650, 0.03063], [-2.08444, -0.65169, 1.07681], [-1.07638, -5.40130, -0.00526], [1.87928, 0.38613, -2.30339], [-2.26914, -1.37556, 3.40513], [0.63096, 0.98901, -2.35764], [0.04904, -3.36934, 0.38839], [3.01464, 1.12793, -2.56980], [2.91354, 2.47213, -2.89722], [-0.85909, 2.66746, 2.47251], [0.51488, 2.29296, -2.82151], [-3.87721, 0.24640, 2.41049], [-3.01120, -0.98798, 2.11254], [-1.41049, -4.90702, -1.25668], [4.21134, 0.18292, -0.11551], [1.65546, 3.04137, -3.07031], [-0.32226, -4.62025, 0.84719], [-0.94573, -3.65169, -1.60145], [2.29652, 1.66028, 0.29249], [-3.92474, -2.15461, 1.69612], [-2.67964, 1.99172, 0.48997], [2.39003, 3.64574, -0.17007], [-4.48821, -1.88285, 0.79736], [-3.24002, 1.06699, 2.75324], [4.00396, 0.69160, -2.48055], [5.10678, 0.09298, 0.50028], [-1.62726, 2.60959, -0.63339], [4.48846, -0.01458, -1.15313], [1.58736, 4.08562, -3.36021], [-1.55281, -0.59133, 3.65868], [-1.80948, 4.04286, 1.31646], [-2.01050, -5.48455, -1.94986], [-1.72897, -2.31756, 3.26198], [-0.47037, 2.74907, -2.91570], [-1.17569, -3.23787, -2.57792], [-1.97278, -7.05641, -0.25053], [-4.40860, 0.55836, 1.50443], [-2.97082, -1.50224, 4.23856], [4.08675, 2.27639, -0.39331], [-3.31457, -3.03630, 1.46725], [-0.05625, -4.97028, 1.83557], [-1.38302, 0.56714, -2.21822], [-4.61524, 0.02234, 3.18759], [0.86940, 3.10892, 0.51682], [-4.63475, -2.41827, 2.49190], [1.95775, -0.64071, -1.95533], [3.48699, -0.55861, 0.20610], [-0.37869, -0.68383, -1.73404]],
  "fmax_ev_per_a": 1.3,
  "multiplicity": 6,
  "gap_ev": [6.7, 6.7],
  "e_above_lowest_ev": 2.431,
  "homo_energy_ev": [-5.0, -5.0],
  "total_charge": -1
}

***

{
  "formula": "C3H9PS",
  "method": "wB97M-V/def2-TZVPD",
  "elements": ["S", "P", "C", "C", "C", "H", "H", "H", "H", "H", "H", "H", "H", "H"],
  "coordinates": [[1.34469, 0.23742, -0.15516], [-1.34605, -0.59926, 1.49917], [0.21948, -2.10523, -0.67978], [-0.20459, -0.69883, -0.47754], [0.92537, 1.92588, 0.38254], [0.90365, -2.04790, -1.52015], [0.54360, 1.90157, 1.44014], [-1.90688, 0.72141, 1.20607], [-0.57470, -2.79148, -0.81265], [-0.82654, -0.21442, -1.09890], [0.01889, 1.94943, -0.17585], [0.55057, -2.45290, 0.30032], [-2.29699, -1.37184, 0.85035], [1.63987, 2.66220, 0.10299]],
  "fmax_ev_per_a": 6.1,
  "gap_ev": 8.9,
  "e_above_lowest_ev": 2.439,
  "smiles": "CS[C@@H](C)P",
  "homo_energy_ev": -8.1
}